Record 1
{
  "formula": "C5H6N2O3",
  "method": "the ωB97M-V functional and the def2-TZVPD basis",
  "species": ["O", "C", "C", "N", "O", "O", "C", "C", "C", "N", "H", "H", "H", "H", "H", "H"],
  "coordinates": [[-1.253837, 3.053141, -0.154937], [-0.178276, 2.601158, 0.130361], [-0.019014, 1.132150, 0.104486], [1.126278, 0.671384, 0.448819], [1.970743, 1.364911, 0.952337], [1.507751, -0.575314, -0.039768], [0.909141, -1.803291, 0.377130], [-0.466573, -1.910900, -0.071699], [-1.193131, -0.947216, -0.646840], [-1.023526, 0.425001, -0.541234], [0.576912, 3.353784, 0.364376], [1.583038, -2.668642, 0.032948], [0.985201, -1.760430, 1.432384], [-0.999501, -2.798878, -0.213126], [-2.022603, -1.307455, -1.170968], [-1.502604, 1.170597, -1.004267]],
  "atomic_forces_ev_per_a": [[-1.3, 0.2, -0.6], [-0.6, 0.3, 0.4], [-1.0, -0.2, -0.6], [-0.5, -1.0, -0.8], [2.4, 0.4, 1.5], [1.4, 0.0, -1.3], [0.7, -0.5, 0.6], [-0.6, 1.0, -1.3], [1.0, 1.1, 1.2], [1.3, 0.5, 0.3], [0.9, -0.8, 0.2], [-0.9, 1.5, 0.2], [0.1, -0.4, 1.4], [0.2, -1.8, 0.1], [-1.5, 0.3, -0.6], [-1.4, -0.5, -0.8]],
  "lowdin_charge": [0.062, -0.150, -0.185, -0.237, 0.036, -0.002, -0.171, -0.084, -0.095, 0.107, 0.138, 0.163, 0.109, 0.083, 0.102, 0.124],
  "lumo_energy_ev": [-0.25, -0.25],
  "smiles": "O=CC1=[N+]([O-])OCC=CN1"
}

***

Record 2
{
  "formula": "C38H77N2O11P",
  "method": "the ωB97M-V functional and the def2-TZVPD basis",
  "species": ["C", "C", "O", "C", "C", "N", "C", "O", "N", "C", "C", "C", "C", "O", "C", "C", "C", "C", "C", "C", "C", "C", "C", "C", "P", "O", "O", "C", "C", "O", "C", "C", "H", "H", "H", "H", "H", "H", "H", "H", "H", "H", "H", "H", "H", "H", "H", "H", "H", "H", "H", "H", "H", "H", "H", "H", "H", "H", "H", "H", "H", "H", "H", "H", "H", "H", "H", "H", "H", "C", "C", "C", "O", "H", "H", "H", "H", "H", "H", "H", "H", "C", "C", "C", "O", "H", "H", "H", "H", "H", "H", "H", "H", "C", "C", "C", "O", "H", "H", "H", "H", "H", "H", "H", "H", "C", "C", "C", "O", "H", "H", "H", "H", "H", "H", "H", "H", "C", "C", "C", "O", "H", "H", "H", "H", "H", "H", "H", "H"],
  "coordinates": [[2.773761, -1.384013, 3.313974], [2.686517, -1.920685, 1.775691], [2.257315, -0.776667, 0.982098], [2.969440, -0.678286, -0.270820], [4.147176, 0.420276, -0.272197], [4.914493, 0.201532, 0.987498], [5.128380, -0.086356, -1.459294], [6.164051, -0.774330, -1.421522], [4.462960, 0.560851, -2.646992], [4.374840, 2.004656, -2.194061], [5.940638, 2.463119, -2.322345], [3.671289, 2.945617, -3.283228], [2.188805, 2.492179, -3.682486], [1.367386, 2.063022, -2.814946], [1.609836, 2.581201, -5.183737], [0.366634, 1.693563, -5.510132], [-0.215410, 1.815989, -6.936218], [0.427454, 2.787644, -7.972304], [1.688772, 3.617157, -7.613677], [2.312604, 3.525319, -6.182964], [3.751947, 1.953957, -0.690296], [4.318744, 3.097417, 0.277428], [3.230046, 3.762032, 1.250841], [2.239255, 2.725155, 1.972981], [0.507446, 3.521512, 1.960847], [0.184786, 4.214780, 0.613659], [0.319882, 4.702028, 3.176129], [0.852161, 4.281748, 4.465234], [0.027678, 3.048268, 5.127204], [-0.635293, 2.226460, 2.080688], [-1.957078, 2.736154, 2.411880], [-2.768233, 1.471567, 3.047660], [2.123431, -1.990948, 4.027683], [3.874843, -1.406123, 3.612611], [2.436380, -0.279222, 3.378414], [1.870209, -2.750271, 1.698011], [3.716590, -2.330415, 1.452729], [3.339515, -1.719819, -0.599067], [2.190242, -0.367360, -1.068666], [4.366341, 0.470877, 1.816673], [5.816969, 0.688900, 0.936186], [3.537886, 0.119228, -2.831310], [6.443303, 2.333581, -1.303764], [5.895441, 3.594988, -2.559063], [6.446307, 1.903426, -3.174251], [4.360327, 3.085196, -4.199947], [3.594349, 3.998017, -2.808609], [-0.089693, 0.988066, -4.731444], [-1.137877, 1.204883, -7.204906], [0.005836, 2.907291, -9.020007], [2.203143, 4.340407, -8.338109], [3.233312, 4.117949, -5.882036], [2.616129, 1.911618, -0.592672], [5.232339, 2.767743, 0.880222], [4.696327, 3.946713, -0.413557], [2.719028, 4.601424, 0.673460], [3.827038, 4.282430, 2.095759], [2.215280, 1.676464, 1.526123], [2.604549, 2.602793, 3.060392], [1.986635, 4.112364, 4.472287], [0.673508, 5.170697, 5.183722], [0.472709, 2.833824, 6.173042], [-1.061243, 3.393487, 5.191620], [0.158524, 2.066913, 4.541817], [-2.534068, 3.150996, 1.510808], [-1.967035, 3.542474, 3.218286], [-3.878924, 1.473489, 2.764810], [-2.260960, 0.542347, 2.581385], [-2.556213, 1.423878, 4.166995], [6.699886, 5.124617, -10.205456], [5.423753, 4.565337, -9.596449], [4.508078, 3.987457, -10.664342], [4.739382, 5.602274, -8.894169], [6.475454, 5.935710, -10.905788], [7.343150, 5.546444, -9.428538], [7.256598, 4.348744, -10.737205], [5.673616, 3.789368, -8.867641], [4.208012, 4.759322, -11.380672], [3.590226, 3.599485, -10.214296], [4.999334, 3.177628, -11.209682], [4.513693, 6.294341, -9.530081], [-1.482136, -3.939090, -0.394254], [-1.736690, -3.865827, 1.103456], [-2.779207, -2.810520, 1.436969], [-0.516654, -3.556599, 1.777011], [-1.101788, -2.984469, -0.773293], [-0.722647, -4.693399, -0.618009], [-2.396293, -4.191085, -0.938216], [-2.071688, -4.840641, 1.467340], [-2.443967, -1.816631, 1.121492], [-2.943190, -2.760906, 2.516908], [-3.732232, -3.028760, 0.948148], [-0.211202, -2.694400, 1.461803], [-5.207555, -7.644030, 3.302998], [-3.866956, -7.466133, 2.608204], [-2.814047, -8.395305, 3.191453], [-3.435783, -6.113674, 2.748632], [-5.128847, -7.407694, 4.369281], [-5.951814, -6.962273, 2.881913], [-5.573423, -8.668841, 3.198756], [-3.978466, -7.662556, 1.538156], [-2.653312, -8.184993, 4.253744], [-1.853085, -8.248648, 2.690904], [-3.108363, -9.442546, 3.083826], [-3.333917, -5.929627, 3.692336], [-5.174142, -5.808096, 9.099469], [-5.254356, -6.198500, 7.632017], [-6.694250, -6.418913, 7.195548], [-4.505547, -7.393561, 7.417581], [-5.582736, -6.599020, 9.736743], [-4.133448, -5.664082, 9.401983], [-5.725604, -4.884415, 9.293074], [-4.800067, -5.415637, 7.018169], [-7.156390, -7.230848, 7.766377], [-6.735596, -6.710065, 6.142475], [-7.291125, -5.513421, 7.331912], [-4.899447, -8.092602, 7.956278], [-6.993185, 2.975338, -0.344390], [-5.780816, 2.092539, -0.093205], [-5.732620, 0.927737, -1.069393], [-5.827522, 1.591078, 1.241652], [-7.921725, 2.410261, -0.212540], [-7.021303, 3.801503, 0.371193], [-6.977402, 3.389232, -1.355875], [-4.867754, 2.687178, -0.185314], [-6.617665, 0.291921, -0.962553], [-4.863063, 0.295642, -0.870012], [-5.679170, 1.280418, -2.102562], [-6.631740, 1.063060, 1.333918]],
  "atomic_forces_ev_per_a": [[0.3, 0.1, -0.6], [-0.5, -0.2, 1.6], [1.5, -0.7, -0.9], [-1.0, 0.3, -1.4], [2.2, -1.2, 0.8], [-0.7, 0.4, -0.5], [0.2, -0.5, 0.0], [-4.0, 2.6, -0.3], [0.7, -0.3, 0.1], [0.5, -0.2, -1.1], [-1.2, 1.2, 1.0], [-0.6, 0.2, 0.1], [-2.7, -0.9, 0.9], [3.3, 1.3, -2.7], [0.2, 0.2, -1.4], [1.5, 2.6, -3.2], [2.8, 1.9, 1.2], [1.9, 0.0, 3.2], [-1.1, -1.8, 2.7], [-3.9, -2.6, -1.3], [0.4, -1.0, 0.6], [0.0, 0.5, -0.6], [1.1, 0.3, 0.3], [0.1, 0.5, 1.0], [-2.2, 1.0, -4.2], [1.2, -1.5, 3.7], [1.2, -3.1, -0.5], [-0.5, 0.2, 2.3], [1.0, 0.3, -0.1], [1.5, 3.0, 1.2], [-2.4, -0.9, 0.9], [1.1, 0.0, -0.9], [1.0, 0.7, -1.0], [-1.5, -0.1, -0.1], [0.4, -1.8, -0.3], [1.6, 1.3, 0.1], [-1.7, 0.8, 0.4], [-0.2, 1.6, 0.6], [1.1, -0.3, 1.2], [0.5, 0.0, -0.6], [-0.7, -0.3, 0.3], [0.8, 0.5, 0.4], [-0.3, 0.1, -1.6], [0.5, -1.8, 0.5], [-0.8, 0.7, 1.3], [-1.2, -0.6, 1.4], [-0.1, -1.6, -0.7], [0.9, 1.4, -1.3], [1.5, 1.0, 0.3], [0.5, -0.3, 1.6], [-1.1, -1.3, 1.0], [-1.5, -0.9, -0.5], [1.4, 0.7, -1.0], [-1.3, 0.2, -0.9], [-0.6, -1.3, 1.2], [0.2, -1.4, 0.8], [-1.0, -0.7, -1.4], [-0.3, 1.5, 0.4], [-0.7, 0.0, -1.6], [-1.6, 0.1, -0.4], [0.3, -1.3, -1.3], [-0.9, 0.6, -1.6], [1.6, -0.8, 0.0], [-0.5, 1.6, 0.7], [1.2, -0.7, 1.0], [0.4, -0.9, -1.3], [1.7, 0.1, 0.6], [-1.0, 1.3, 0.7], [-0.6, 0.1, -1.4], [0.3, 0.0, 0.2], [0.0, 0.3, -0.6], [-0.2, -0.2, 0.1], [-0.1, -0.1, 0.3], [-0.1, -0.1, 0.0], [-0.1, -0.1, 0.0], [0.0, 0.1, 0.0], [-0.1, 0.2, 0.1], [0.2, 0.0, 0.0], [0.1, -0.1, 0.0], [-0.1, 0.1, 0.0], [0.1, -0.1, 0.1], [0.1, -0.2, -0.1], [0.0, 0.4, -0.3], [-0.2, 0.0, 0.2], [0.2, -0.1, 0.2], [-0.1, 0.0, 0.0], [-0.1, 0.0, 0.1], [0.1, 0.0, 0.0], [0.2, 0.2, 0.1], [0.0, -0.1, -0.1], [0.0, -0.1, -0.1], [0.0, 0.0, 0.0], [-0.2, -0.1, 0.0], [-0.3, 0.1, -0.1], [0.0, -0.1, 0.7], [0.2, -0.1, -0.1], [-0.1, 0.1, -0.2], [0.1, -0.1, 0.0], [0.1, -0.1, -0.1], [0.0, 0.1, 0.1], [0.1, 0.2, 0.0], [-0.2, 0.0, 0.0], [-0.1, 0.0, 0.0], [0.0, 0.1, 0.0], [0.0, -0.1, -0.2], [0.2, 0.2, 0.1], [-0.4, -0.4, 0.5], [-0.1, 0.1, -0.3], [0.2, 0.0, -0.2], [-0.1, 0.0, -0.1], [-0.1, 0.0, -0.1], [0.0, -0.1, 0.0], [0.1, -0.2, 0.0], [0.1, 0.1, 0.1], [0.0, 0.1, 0.1], [0.0, -0.1, 0.0], [0.1, 0.1, -0.1], [0.0, 0.3, 0.1], [-0.6, -0.3, -0.2], [0.3, -0.1, -0.1], [0.2, 0.1, 0.2], [0.1, -0.1, -0.1], [0.1, 0.0, -0.1], [0.0, 0.0, 0.1], [0.0, -0.1, 0.2], [-0.1, 0.1, 0.0], [0.0, 0.1, 0.0], [0.0, -0.1, 0.1], [0.1, 0.1, -0.1]],
  "lowdin_charge": [-0.075, -0.225, -0.208, -0.138, -0.318, 0.083, -0.310, 0.095, 0.056, -0.398, -0.038, -0.062, -0.266, 0.011, -0.096, -0.002, -0.065, -0.065, -0.058, -0.006, -0.130, -0.153, -0.212, -0.199, 0.719, -0.338, -0.252, -0.285, -0.095, -0.280, -0.286, -0.067, 0.075, 0.070, 0.069, 0.114, 0.127, 0.147, 0.138, 0.071, 0.083, 0.123, 0.089, 0.088, 0.104, 0.120, 0.147, 0.107, 0.086, 0.083, 0.075, 0.093, 0.135, 0.105, 0.118, 0.109, 0.117, 0.079, 0.087, 0.107, 0.129, 0.090, 0.081, 0.076, 0.123, 0.097, 0.062, 0.076, 0.066, -0.067, -0.502, -0.063, -0.068, 0.081, 0.080, 0.081, 0.140, 0.083, 0.062, 0.082, 0.089, -0.061, -0.495, -0.060, -0.070, 0.079, 0.078, 0.079, 0.112, 0.072, 0.079, 0.080, 0.067, -0.061, -0.489, -0.060, -0.066, 0.063, 0.081, 0.082, 0.140, 0.082, 0.081, 0.080, 0.096, -0.067, -0.505, -0.063, -0.064, 0.081, 0.080, 0.080, 0.137, 0.083, 0.066, 0.082, 0.089, -0.066, -0.498, -0.063, -0.071, 0.080, 0.080, 0.081, 0.137, 0.081, 0.078, 0.081, 0.090],
  "lumo_energy_ev": -0.06,
  "smiles": "CCOC[C@@]1(N)C(=O)N[C@@](C)(CC(=O)c2ccccc2)[C@@H]1CCCP(=O)(OCC)OCC.CC(C)O.CC(C)O.CC(C)O.CC(C)O.CC(C)O"
}

***

Computed values of relative energy (zero: lowest compared OMol25 entry of this formula, charge and spin) (unit: kcal/mol) for the preceding records, in sequence: 127.61; 186.09.